A molecular structure, C4H6O2. Source: the OMol25 dataset; level of theory: ωB97M-V with the def2-TZVPD basis set.

Computed properties:
* HOMO-LUMO gap: 0.384 Eh
* HOMO: -0.3494 Ha
* LUMO level: 0.03466 hartree
* energy relative to the best compared isomer or geometry (same formula, charge and spin): 4.1895 eV

The geometry in ORCA input format:
```
! RIJCOSX wB97M-V def2-TZVPD def2/J DEFGRID3
* xyz 0 1
C -0.954 -1.185 0.006
C 0.075 -0.207 0.519
C -0.088 1.275 0.121
O -0.451 0.752 1.393
C 1.417 -0.040 -0.086
O 1.486 -0.134 -1.302
H -1.167 -1.967 0.747
H -1.913 -0.696 -0.203
H -0.584 -1.637 -0.911
H 0.661 2.066 0.216
H -0.403 1.141 -0.948
H 2.257 0.303 0.542
*
```